{"formula": "C5H5F2N2", "method": "ωB97M-V/def2-TZVPD", "symbols": ["F", "N", "C", "C", "C", "C", "N", "F", "C", "H", "H", "H", "H", "H"], "positions_angstrom": [[-2.79328, -0.47599, -1.40889], [-1.74211, -1.19394, -0.90199], [-0.72564, -0.47042, -0.34536], [0.28832, -1.16846, 0.35179], [1.38810, -0.50172, 0.84531], [1.51765, 0.86982, 0.66859], [0.54947, 1.49445, 0.01688], [0.66704, 2.83198, -0.15299], [-0.53855, 0.93470, -0.48533], [-2.06795, -2.06649, -0.48903], [0.20080, -2.23527, 0.49069], [2.16102, -1.03452, 1.37680], [2.35205, 1.45253, 1.02794], [-1.25692, 1.56332, -0.99441]], "forces_ev_per_a": [[0.190, 0.101, 0.255], [0.251, 0.094, -0.209], [0.815, 0.747, 0.391], [-0.248, 0.267, -0.161], [-0.249, 0.231, -0.148], [0.499, -0.152, 0.296], [0.227, 0.003, 0.159], [-0.032, -0.447, 0.059], [-1.573, -1.404, -0.647], [-0.020, 0.417, -0.018], [0.002, -0.115, 0.012], [0.050, 0.024, 0.017], [-0.065, 0.131, -0.064], [0.153, 0.104, 0.059]], "e_above_lowest_ev": 0.444, "e_tot_ev": -13669.9004, "smiles": "FNc1ccc[n+](F)c1", "total_charge": 1, "homo_lumo_gap_ha": 0.3271, "homo_energy_ha": -0.5121}

{"formula": "C22H16AlBF6O9", "method": "ωB97M-V/def2-TZVPD", "symbols": ["C", "C", "O", "B", "O", "Al", "C", "O", "O", "C", "O", "C", "F", "F", "C", "F", "F", "C", "F", "F", "C", "O", "O", "H", "H", "H", "H", "H", "H", "H", "H", "C", "C", "C", "C", "C", "C", "C", "O", "C", "C", "C", "C", "C", "C", "C", "O", "H", "H", "H", "H", "H", "H", "H", "H"], "positions_angstrom": [[1.24933, -6.18861, -5.92381], [2.21576, -5.36471, -5.06303], [1.51774, -4.45325, -4.22562], [1.46676, -3.13166, -4.68309], [1.54783, -2.97567, -6.06590], [1.35888, -1.36717, -3.46676], [2.84363, -0.08736, -4.05687], [4.01298, -0.57469, -4.15810], [2.55700, 1.11830, -4.30957], [1.78011, -1.89060, -1.47039], [2.11075, -3.02736, -1.17199], [1.70797, -0.83709, -0.29344], [2.21903, 0.33300, -0.72708], [0.42736, -0.58201, 0.06375], [2.54217, -1.20383, 0.96730], [2.73427, -0.10585, 1.73161], [3.73606, -1.62040, 0.55270], [1.82234, -2.25403, 1.85591], [1.10312, -1.59426, 2.80334], [0.94663, -2.98915, 1.16049], [2.75144, -3.20162, 2.63034], [3.89879, -2.97759, 2.90566], [2.10347, -4.31814, 3.07203], [0.23110, -5.86138, -5.77030], [1.29496, -7.23712, -5.63526], [1.50840, -6.14759, -6.97709], [2.74901, -6.03950, -4.39842], [2.94188, -4.85923, -5.68769], [1.58943, -2.03104, -6.21734], [-0.14914, -0.77128, -3.53106], [1.66780, -4.74252, 2.32476], [-5.97106, 4.78016, 3.54036], [-6.23708, 4.00675, 2.41450], [-5.20713, 3.34976, 1.76408], [-3.90403, 3.46975, 2.22936], [-3.63448, 4.26005, 3.34562], [-4.67358, 4.90681, 4.00421], [-2.23696, 4.43598, 3.83843], [-2.01541, 5.12218, 4.81915], [-1.14287, 3.76060, 3.09872], [0.17023, 3.95019, 3.51398], [1.20535, 3.31660, 2.84760], [0.93466, 2.48890, 1.76306], [-0.36723, 2.29710, 1.34185], [-1.41410, 2.93312, 1.99984], [-2.80837, 2.73776, 1.52194], [-3.06650, 2.01375, 0.58738], [-6.77875, 5.28728, 4.05271], [-7.25084, 3.91647, 2.04609], [-5.40639, 2.74292, 0.89177], [-4.45875, 5.50941, 4.87567], [0.37557, 4.59320, 4.35844], [2.22678, 3.46483, 3.17209], [1.73798, 1.98892, 1.24098], [-0.56391, 1.65092, 0.49711]], "forces_ev_per_a": [[0.422, -0.366, 0.084], [-0.683, -0.358, 0.222], [0.592, 0.116, -0.601], [-0.356, 0.088, 0.647], [0.114, -0.416, -0.076], [0.149, 0.319, 0.011], [0.490, 0.416, -0.223], [-0.273, -0.253, 0.103], [-0.194, -0.027, 0.026], [-0.484, -0.413, -0.673], [0.176, 0.329, 0.448], [0.979, -0.298, -0.205], [0.117, 0.336, -0.087], [-0.500, -0.067, 0.300], [-0.932, -0.077, -0.676], [0.178, 0.296, 0.375], [0.374, -0.205, 0.087], [0.350, 0.136, 0.228], [-0.108, 0.100, 0.194], [-0.239, -0.209, -0.088], [1.183, -0.336, 0.258], [-1.278, 0.043, 0.042], [0.638, -0.015, -0.042], [-0.208, 0.249, -0.080], [-0.068, -0.234, 0.046], [-0.114, 0.177, -0.236], [0.204, -0.072, 0.149], [0.121, 0.200, -0.096], [0.114, 0.262, -0.170], [-0.235, 0.096, 0.209], [-0.479, 0.153, -0.112], [0.006, -0.024, -0.034], [0.035, 0.017, 0.041], [-0.180, 0.019, -0.008], [0.052, 0.079, 0.099], [-0.002, -0.054, -0.078], [-0.156, 0.049, 0.021], [0.154, 0.094, 0.175], [-0.047, -0.003, -0.025], [-0.111, -0.043, -0.076], [0.124, -0.030, 0.015], [-0.096, -0.027, -0.059], [0.210, 0.054, 0.062], [-0.165, -0.077, -0.158], [0.081, 0.121, 0.160], [0.081, -0.147, -0.180], [-0.053, 0.008, 0.010], [-0.008, 0.005, 0.001], [-0.011, -0.006, 0.001], [0.116, -0.046, -0.013], [0.116, -0.007, -0.005], [-0.107, 0.020, 0.031], [0.017, -0.007, -0.007], [-0.002, 0.009, -0.029], [-0.104, 0.021, -0.007]], "e_tot_ev": -65081.5103, "total_charge": -2, "homo_lumo_gap_ha": 0.0685, "homo_energy_ha": 0.0155}

{"formula": "C5H7N", "method": "ωB97M-V/def2-TZVPD", "symbols": ["C", "C", "N", "C", "C", "C", "H", "H", "H", "H", "H", "H", "H"], "positions_angstrom": [[-1.63251, 0.76396, 0.01450], [-0.57271, -0.14862, -1.02629], [1.18904, -1.46894, 0.06671], [0.61717, -0.19695, -0.08651], [-0.92330, -0.35269, 0.59399], [1.04937, 1.31908, 0.28863], [-2.68679, 0.91732, 0.27769], [-0.88089, -0.93927, -1.70706], [2.15183, -1.61512, 0.34590], [-0.97897, -1.38618, 0.80903], [2.00311, 1.55571, 0.60286], [0.24032, 1.57482, 1.11823], [0.60002, 1.86670, -0.61949]], "forces_ev_per_a": [[3.502, -7.065, -0.314], [-1.099, 1.800, 3.787], [-1.220, 0.950, -0.795], [-0.728, 0.573, -0.059], [-0.676, 2.912, -3.295], [-5.538, -0.334, -0.367], [0.290, 0.712, -0.815], [-0.133, 0.508, -0.298], [0.376, 0.855, 0.042], [-1.018, -0.634, 1.803], [2.078, 0.173, 0.250], [2.523, -0.152, -1.385], [1.642, -0.298, 1.446]], "e_above_lowest_ev": 7.960, "spin_multiplicity": 2, "e_tot_ev": -6772.7429, "total_charge": 1, "homo_lumo_gap_ha": [0.2891, 0.2949], "homo_energy_ha": [-0.5532, -0.5685], "s2": 0.78}

{"formula": "C9H4N2O3", "method": "ωB97M-V/def2-TZVPD", "symbols": ["O", "C", "N", "C", "C", "C", "C", "C", "C", "C", "O", "N", "C", "O", "H", "H", "H", "H"], "positions_angstrom": [[-3.41565, 2.22112, 1.57948], [-3.17586, 1.13479, 0.79364], [-2.88083, -0.09566, 0.19399], [-1.38726, -0.27414, 0.51272], [-0.86217, -0.69748, 2.04316], [0.77511, -0.83729, 2.35494], [1.89835, -0.54609, 1.15680], [1.31007, -0.14713, -0.32051], [-0.28509, -0.00557, -0.66985], [-0.42295, 0.41038, -2.24873], [-1.56284, 0.61890, -2.91613], [0.99454, 0.47376, -2.85514], [2.03226, 0.24135, -1.73938], [3.33847, 0.39439, -1.97484], [-1.68163, -0.87881, 2.89238], [1.17985, -1.11404, 3.44319], [3.05620, -0.59610, 1.32791], [1.08941, -0.30238, -3.57363]], "forces_ev_per_a": [[1.722, -9.047, -6.976], [0.185, 1.829, 3.834], [0.757, 6.759, 3.879], [3.887, 0.025, 0.514], [2.618, 0.720, -2.870], [-0.960, 1.129, -3.701], [-4.495, 0.507, -1.072], [-2.847, -0.067, 1.198], [1.897, -0.761, 3.195], [-4.024, 0.076, -1.652], [7.568, -1.344, 4.171], [-1.048, -1.826, 2.875], [4.811, 0.468, -0.608], [-8.308, -1.154, 1.550], [2.111, 0.436, -2.149], [-1.177, 0.670, -2.734], [-2.628, 0.071, -0.304], [-0.070, 1.510, 0.852]], "e_tot_ev": -18507.8555, "smiles": "O=C=Nc1cccc2c1C(=O)NC2=O", "homo_lumo_gap_ha": 0.2874, "homo_energy_ha": -0.3556}

Please write out number 4 again, unchanged.
{"formula": "C9H4N2O3", "method": "ωB97M-V/def2-TZVPD", "symbols": ["O", "C", "N", "C", "C", "C", "C", "C", "C", "C", "O", "N", "C", "O", "H", "H", "H", "H"], "positions_angstrom": [[-3.41565, 2.22112, 1.57948], [-3.17586, 1.13479, 0.79364], [-2.88083, -0.09566, 0.19399], [-1.38726, -0.27414, 0.51272], [-0.86217, -0.69748, 2.04316], [0.77511, -0.83729, 2.35494], [1.89835, -0.54609, 1.15680], [1.31007, -0.14713, -0.32051], [-0.28509, -0.00557, -0.66985], [-0.42295, 0.41038, -2.24873], [-1.56284, 0.61890, -2.91613], [0.99454, 0.47376, -2.85514], [2.03226, 0.24135, -1.73938], [3.33847, 0.39439, -1.97484], [-1.68163, -0.87881, 2.89238], [1.17985, -1.11404, 3.44319], [3.05620, -0.59610, 1.32791], [1.08941, -0.30238, -3.57363]], "forces_ev_per_a": [[1.722, -9.047, -6.976], [0.185, 1.829, 3.834], [0.757, 6.759, 3.879], [3.887, 0.025, 0.514], [2.618, 0.720, -2.870], [-0.960, 1.129, -3.701], [-4.495, 0.507, -1.072], [-2.847, -0.067, 1.198], [1.897, -0.761, 3.195], [-4.024, 0.076, -1.652], [7.568, -1.344, 4.171], [-1.048, -1.826, 2.875], [4.811, 0.468, -0.608], [-8.308, -1.154, 1.550], [2.111, 0.436, -2.149], [-1.177, 0.670, -2.734], [-2.628, 0.071, -0.304], [-0.070, 1.510, 0.852]], "e_tot_ev": -18507.8555, "smiles": "O=C=Nc1cccc2c1C(=O)NC2=O", "homo_lumo_gap_ha": 0.2874, "homo_energy_ha": -0.3556}

What did the fourth record say?
{"formula": "C9H4N2O3", "method": "ωB97M-V/def2-TZVPD", "symbols": ["O", "C", "N", "C", "C", "C", "C", "C", "C", "C", "O", "N", "C", "O", "H", "H", "H", "H"], "positions_angstrom": [[-3.41565, 2.22112, 1.57948], [-3.17586, 1.13479, 0.79364], [-2.88083, -0.09566, 0.19399], [-1.38726, -0.27414, 0.51272], [-0.86217, -0.69748, 2.04316], [0.77511, -0.83729, 2.35494], [1.89835, -0.54609, 1.15680], [1.31007, -0.14713, -0.32051], [-0.28509, -0.00557, -0.66985], [-0.42295, 0.41038, -2.24873], [-1.56284, 0.61890, -2.91613], [0.99454, 0.47376, -2.85514], [2.03226, 0.24135, -1.73938], [3.33847, 0.39439, -1.97484], [-1.68163, -0.87881, 2.89238], [1.17985, -1.11404, 3.44319], [3.05620, -0.59610, 1.32791], [1.08941, -0.30238, -3.57363]], "forces_ev_per_a": [[1.722, -9.047, -6.976], [0.185, 1.829, 3.834], [0.757, 6.759, 3.879], [3.887, 0.025, 0.514], [2.618, 0.720, -2.870], [-0.960, 1.129, -3.701], [-4.495, 0.507, -1.072], [-2.847, -0.067, 1.198], [1.897, -0.761, 3.195], [-4.024, 0.076, -1.652], [7.568, -1.344, 4.171], [-1.048, -1.826, 2.875], [4.811, 0.468, -0.608], [-8.308, -1.154, 1.550], [2.111, 0.436, -2.149], [-1.177, 0.670, -2.734], [-2.628, 0.071, -0.304], [-0.070, 1.510, 0.852]], "e_tot_ev": -18507.8555, "smiles": "O=C=Nc1cccc2c1C(=O)NC2=O", "homo_lumo_gap_ha": 0.2874, "homo_energy_ha": -0.3556}